{
  "formula": "C30H31MgN6",
  "method": "the ωB97M-V functional and the def2-TZVPD basis",
  "symbols": ["C", "C", "H", "C", "H", "H", "H", "N", "C", "H", "N", "C", "C", "C", "H", "H", "H", "C", "C", "C", "C", "H", "H", "H", "H", "H", "N", "H", "C", "C", "H", "H", "H", "H", "H", "C", "C", "H", "H", "H", "H", "C", "C", "C", "H", "C", "C", "H", "H", "C", "C", "N", "H", "N", "H", "C", "C", "C", "H", "C", "Mg", "C", "H", "C", "C", "C", "H", "N"],
  "positions_angstrom": [[-1.8410, -0.4117, -3.6787], [-4.9662, -1.8490, 0.8164], [-4.4773, -3.2282, -0.7499], [0.3741, -2.9597, 0.2968], [-2.6641, -1.9023, -1.6410], [-1.2190, 2.4578, 4.3613], [-0.9209, 2.3871, -1.3418], [1.0286, -1.5690, -1.6123], [-2.8143, -0.3007, -0.2127], [4.8015, 2.8746, 0.0921], [2.3026, 0.7116, -0.6464], [5.0059, 1.2636, -1.3405], [2.1464, -1.0175, -2.3588], [2.9711, -0.0161, -1.5920], [-3.3937, 0.9176, -4.4032], [1.7245, -0.4792, -3.2174], [2.0924, 0.6382, 2.3122], [1.3949, -2.7340, -0.8263], [-0.5895, 1.5110, 2.4488], [-2.6573, 0.7645, -3.6227], [4.2734, 0.2089, -1.9361], [-1.9707, -1.1216, -4.4855], [2.4958, 2.2771, 0.6870], [2.3802, -2.5556, -0.3880], [0.4411, -3.9131, 2.8301], [-5.7729, -2.4437, 1.2220], [-0.7174, 0.2716, -1.6693], [-3.3509, 1.0682, 1.3535], [0.2404, 3.2990, 1.6104], [-1.6134, 0.4673, -0.4839], [4.7523, -0.4289, -2.6739], [1.1522, -2.6647, 4.9036], [2.7895, -1.8226, -2.7595], [6.0380, 1.4509, -1.5918], [-0.8977, 0.4891, 2.4758], [1.1927, -2.2043, 3.9271], [0.7834, -2.2559, 1.5549], [1.0318, 3.8832, -0.2527], [1.7896, 4.6911, 1.1258], [1.4675, -3.6332, -1.4688], [-5.1964, -0.2665, 2.2365], [1.6671, -0.3375, 2.4921], [0.8448, 4.3230, 0.7209], [-4.6335, -0.6262, 1.3837], [0.2441, -4.0260, 0.4985], [1.6886, -0.9050, 3.7308], [-0.9355, -0.6288, -2.6932], [-0.6938, -2.6502, -2.0743], [2.1085, -0.3526, 4.5611], [-2.5149, 1.6654, -2.6255], [-0.0781, -1.8595, -2.5188], [0.0476, 2.0232, 1.3655], [0.1686, 5.1716, 0.6088], [-0.2409, 3.6293, 2.8479], [-0.5907, -2.5520, -0.0152], [4.3107, 2.0397, -0.3958], [-3.5995, 0.1280, 0.8782], [-1.5044, 1.4869, -1.5639], [0.2759, -2.2561, -3.4886], [-4.2331, -2.2844, -0.2739], [0.4958, 0.1959, -0.0788], [-0.7795, 2.4807, 3.3859], [-3.1211, 2.5605, -2.5987], [3.0228, 1.7290, -0.0745], [0.7717, -2.8838, 2.7663], [-3.1889, -1.5324, -0.7744], [-0.2754, 4.5509, 3.2501], [1.1359, -0.9448, 1.3845]],
  "homo_energy_ev": [-1.09, -1.06],
  "charge": -1,
  "spin_multiplicity": 1
}